1.
ORCA calculation (the ωB97M-V functional and the def2-TZVPD basis) on C3HHgO4 as an isolated structure.

F_max   0.0871 Eh/bohr
Frontier orbital gap (alpha / beta)   7.1 / 7.5 eV
M   301.6 Da
<S²>   0.7604
HOMO energy (alpha / beta)   -7.972 / -9.125 eV
E   -15479.2669 eV
Multiplicity   2

Element x y z (Å)
O  -0.39  -2.10  0.43
C  0.59  -1.03  -0.61
C  -0.16  -1.91  -1.11
O  1.18  0.17  -0.57
C  0.51  1.08  0.14
O  1.21  2.16  0.09
H  0.68  2.91  0.39
O  -1.72  -1.60  0.71
Hg  -1.90  0.31  0.53

Charges obtained by Löwdin population analysis, quoted in units of e:
1 O -0.2355
2 C -0.1887
3 C 0.0157
4 O 0.0547
5 C -0.2501
6 O 0.1231
7 H 0.1321
8 O -0.5300
9 Hg 0.8787

***

2.
ORCA calculation (the ωB97M-V functional and the def2-TZVPD basis) on a 2-piece molecular cluster, C3HIO5 overall.

F_max   0.0637 Eh/bohr
Frontier orbital gap   6.7 eV
M   243.9 Da
HOMO energy   -1.338 eV
E   -21467.0563 eV
Multiplicity   1
Total charge   -2

Element x y z (Å)
C  1.20  -1.32  -0.44
C  0.23  1.11  0.16
C  0.48  -0.32  0.60
O  0.55  -1.90  -1.33
O  -0.90  1.36  -0.51
O  2.37  -1.45  -0.15
O  1.09  1.93  0.45
O  0.52  -0.66  1.74
I  -3.92  0.65  0.03
H  -1.62  0.59  -0.55

Charges obtained by Löwdin population analysis, quoted in units of e:
1 C -0.7145
2 C -0.4804
3 C -0.2491
4 O -0.0722
5 O -0.0558
6 O -0.0231
7 O 0.0724
8 O 0.1010
9 I -0.5010
10 H -0.0772

***

3.
ORCA calculation (the ωB97M-V functional and the def2-TZVPD basis) on C3HLiO4Sn as an isolated structure.

F_max   0.0906 Eh/bohr
Frontier orbital gap   8.8 eV
M   226.7 Da
HOMO energy   -18.160 eV
E   -17334.8705 eV
Multiplicity   1
Total charge   +2

Element x y z (Å)
O  -1.35  0.05  1.59
C  -1.73  0.46  0.35
O  -0.75  0.39  -0.53
O  -2.88  0.63  0.06
Sn  0.62  -0.44  1.87
C  0.53  0.02  -0.12
C  1.52  -0.01  -0.95
O  2.52  -0.07  -1.59
Li  3.66  -0.96  -2.82
H  -2.14  -0.07  2.15

Charges obtained by Löwdin population analysis, quoted in units of e:
1 O -0.0942
2 C -0.5657
3 O 0.1015
4 O 0.2674
5 Sn 1.5659
6 C -0.3853
7 C -0.1112
8 O 0.0965
9 Li 0.9274
10 H 0.1978

***

4.
ORCA calculation (the ωB97M-V functional and the def2-TZVPD basis) on C3HN2O2 as an isolated structure.

F_max   0.0835 Eh/bohr
Energy relative to the best compared isomer or geometry (same formula, charge and spin)   2.112 eV
Frontier orbital gap   9.6 eV
M   97.1 Da
HOMO energy   -5.374 eV
E   -10201.7469 eV
Multiplicity   1
Total charge   -1

Element x y z (Å)
C  -1.34  1.16  -0.10
C  0.43  0.24  0.00
C  0.01  -1.24  -0.06
N  -2.39  1.52  -0.36
N  1.33  1.02  0.37
O  0.62  -1.90  -0.91
O  -0.87  -1.52  0.73
H  2.22  0.71  0.33

Charges obtained by Löwdin population analysis, quoted in units of e:
1 C -0.1847
2 C -0.1140
3 C -0.7948
4 N -0.0250
5 N 0.1350
6 O -0.0323
7 O -0.0042
8 H 0.0200

***

5.
ORCA calculation (the ωB97M-V functional and the def2-TZVPD basis) on an isolated ion of composition C3HN2O2 and charge -1.

F_max   0.0689 Eh/bohr
Energy relative to the best compared isomer or geometry (same formula, charge and spin)   3.881 eV
Frontier orbital gap   8.2 eV
M   97.1 Da
HOMO energy   -4.272 eV
E   -10199.9780 eV
Multiplicity   1
Structure (SMILES)   O=C([O-])C1=CN=N1
Total charge   -1

Element x y z (Å)
O  2.67  -0.97  1.03
C  2.60  -0.23  0.05
O  3.21  0.00  -0.98
C  1.33  0.60  0.13
C  0.43  1.01  -0.95
N  -0.14  1.91  -0.25
N  0.80  1.39  1.00
H  0.32  0.84  -1.94

Charges obtained by Löwdin population analysis, quoted in units of e:
1 O -0.0328
2 C -0.7723
3 O -0.0110
4 C -0.2716
5 C -0.1486
6 N 0.0675
7 N 0.1183
8 H 0.0504

***

6.
ORCA calculation (the ωB97M-V functional and the def2-TZVPD basis) on an isolated ion of composition C3HN2O2 and charge -1.

F_max   0.0518 Eh/bohr
Energy relative to the best compared isomer or geometry (same formula, charge and spin)   4.002 eV
Frontier orbital gap   8.5 eV
M   97.1 Da
HOMO energy   -4.675 eV
E   -10199.8570 eV
Multiplicity   1
Structure (SMILES)   O=C([O-])C1=CN=N1
Total charge   -1

Element x y z (Å)
O  -0.88  1.62  0.82
C  -1.42  0.67  0.22
O  -2.46  0.47  -0.38
C  -0.18  -0.35  0.14
C  1.26  -0.16  -0.49
N  1.70  -1.15  0.23
N  0.35  -1.33  0.88
H  1.63  0.24  -1.43

Charges obtained by Löwdin population analysis, quoted in units of e:
1 O -0.0373
2 C -0.7182
3 O -0.0222
4 C -0.1451
5 C -0.1231
6 N -0.0157
7 N -0.0043
8 H 0.0659

***

7.
ORCA calculation (the ωB97M-V functional and the def2-TZVPD basis) on C3HN2O3 as an isolated structure.

F_max   0.0479 Eh/bohr
Energy relative to the best compared isomer or geometry (same formula, charge and spin)   4.849 eV
Frontier orbital gap   8.1 eV
M   113.1 Da
HOMO energy   -3.987 eV
E   -12247.1800 eV
Multiplicity   1
Total charge   -1

Element x y z (Å)
C  -0.88  1.23  0.25
C  -0.35  2.52  -0.26
C  1.23  0.64  -0.65
N  0.01  0.22  -0.12
N  1.37  1.98  -0.79
O  -1.96  0.98  0.75
O  2.04  -0.17  -1.07
O  0.91  2.78  0.33
H  -0.16  -0.75  0.12

Charges obtained by Löwdin population analysis, quoted in units of e:
1 C -0.5210
2 C -0.0247
3 C -0.6108
4 N 0.1512
5 N 0.0418
6 O 0.0025
7 O 0.0127
8 O -0.1929
9 H 0.1411

***

8.
ORCA calculation (the ωB97M-V functional and the def2-TZVPD basis) on an isolated ion of composition C3HN2O5 and charge -1.

F_max   0.0513 Eh/bohr
Energy relative to the best compared isomer or geometry (same formula, charge and spin)   0.509 eV
Frontier orbital gap   8.7 eV
M   145.1 Da
HOMO energy   -5.079 eV
E   -16341.3210 eV
Multiplicity   1
Structure (SMILES)   O=CC(=O)/C([O-])=N/[N+](=O)[O-]
Total charge   -1

Element x y z (Å)
O  -1.32  -0.15  -0.91
C  -0.21  -0.31  -0.49
C  0.27  -1.05  0.74
O  0.69  -2.19  0.84
C  -0.20  -0.29  1.94
O  0.47  0.01  2.92
N  -1.44  -0.30  1.53
N  -2.37  0.18  2.36
O  -2.06  0.85  3.37
O  -3.50  -0.25  2.18
H  0.72  0.13  -0.97

Charges obtained by Löwdin population analysis, quoted in units of e:
1 O 0.0623
2 C -0.1989
3 C -0.3187
4 O 0.0931
5 C -0.4974
6 O 0.0435
7 N 0.1072
8 N -0.4345
9 O 0.0124
10 O 0.0048
11 H 0.1262

***

9.
ORCA calculation (the ωB97M-V functional and the def2-TZVPD basis) on one molecule with the formula C3HN3O.

F_max   0.0650 Eh/bohr
Energy relative to the best compared isomer or geometry (same formula, charge and spin)   1.767 eV
Frontier orbital gap (alpha / beta)   8.6 / 8.6 eV
M   95.1 Da
HOMO energy (alpha / beta)   -10.488 / -10.489 eV
E   -9641.0503 eV
Multiplicity   1
Structure (SMILES)   N#CC(C#N)=[NH+][O-]

Element x y z (Å)
N  -2.75  0.19  0.34
C  -1.72  -0.26  0.55
C  -0.46  -0.81  0.82
C  -0.32  -1.86  1.75
N  -0.21  -2.70  2.52
N  0.61  -0.28  0.15
O  1.87  -0.43  0.07
H  0.26  0.47  -0.48

Charges obtained by Löwdin population analysis, quoted in units of e:
1 N 0.1973
2 C -0.1842
3 C -0.2016
4 C -0.1597
5 N 0.2013
6 N -0.0490
7 O 0.0153
8 H 0.1805

***

10.
ORCA calculation (the ωB97M-V functional and the def2-TZVPD basis) on a 2-piece molecular cluster, C3HN3O overall.

F_max   0.0544 Eh/bohr
Energy relative to the best compared isomer or geometry (same formula, charge and spin)   0.919 eV
Frontier orbital gap   9.4 eV
M   95.1 Da
HOMO energy   -9.504 eV
E   -9641.8986 eV
Multiplicity   1

Element x y z (Å)
C  -1.37  -1.04  -0.16
C  -0.46  -0.13  0.39
C  1.98  -0.28  -0.63
N  -2.22  -1.68  -0.57
N  -0.54  1.10  0.13
N  -0.58  2.21  -0.04
O  2.78  0.27  -0.05
H  0.41  -0.47  0.93

Charges obtained by Löwdin population analysis, quoted in units of e:
1 C -0.2370
2 C -0.2328
3 C 0.0068
4 N 0.1509
5 N -0.1019
6 N 0.2704
7 O 0.0615
8 H 0.0822

***

11.
ORCA calculation (the ωB97M-V functional and the def2-TZVPD basis) on a 2-piece molecular cluster, C3HN3O overall.

F_max   0.0865 Eh/bohr
Energy relative to the best compared isomer or geometry (same formula, charge and spin)   5.206 eV
Frontier orbital gap (alpha / beta)   7.2 / 7.2 eV
M   95.1 Da
HOMO energy (alpha / beta)   -8.882 / -8.884 eV
E   -9637.6116 eV
Multiplicity   1

Element x y z (Å)
C  -1.40  -1.67  0.09
C  -0.21  0.35  0.11
C  -2.35  -0.73  -0.09
N  -0.76  -2.60  0.16
N  -0.91  1.34  0.14
N  -1.91  1.91  0.16
O  -3.03  0.23  -0.15
H  0.62  0.02  -0.41

Charges obtained by Löwdin population analysis, quoted in units of e:
1 C -0.3008
2 C 0.0265
3 C -0.0597
4 N 0.1977
5 N -0.2269
6 N 0.1556
7 O 0.1522
8 H 0.0553

***

12.
ORCA calculation (the ωB97M-V functional and the def2-TZVPD basis) on a 2-piece molecular cluster, C3HN3O3 overall.

F_max   0.0641 Eh/bohr
Energy relative to the best compared isomer or geometry (same formula, charge and spin)   0.142 eV
Frontier orbital gap   8.3 eV
M   127.1 Da
HOMO energy   -10.319 eV
E   -13736.9573 eV
Multiplicity   1
Structure (SMILES)   O=C1C=NN=N1.O=C=O

Element x y z (Å)
O  1.28  -0.97  1.91
C  0.78  -0.09  1.30
C  0.13  0.03  -0.15
N  -0.33  1.20  -0.28
N  0.09  1.95  0.86
N  0.67  1.31  1.71
H  0.19  -0.89  -0.76
O  -2.25  2.54  3.81
C  -2.13  2.43  2.67
O  -1.96  2.18  1.57

Charges obtained by Löwdin population analysis, quoted in units of e:
1 O 0.1709
2 C -0.3617
3 C -0.0295
4 N 0.0564
5 N -0.0354
6 N 0.0878
7 H 0.1255
8 O 0.2255
9 C -0.4058
10 O 0.1662

***

13.
ORCA calculation (the ωB97M-V functional and the def2-TZVPD basis) on one molecule with the formula C3HNO.

F_max   0.1733 Eh/bohr
Energy relative to the best compared isomer or geometry (same formula, charge and spin)   5.719 eV
Frontier orbital gap (alpha / beta)   7.9 / 7.7 eV
M   67.0 Da
HOMO energy (alpha / beta)   -8.816 / -8.620 eV
E   -6657.2889 eV
Multiplicity   1
Structure (SMILES)   C#CC1=NO1

Element x y z (Å)
C  1.48  -0.83  -0.07
C  0.43  -0.21  -0.06
C  -0.92  0.17  0.00
N  -2.18  0.38  0.10
O  -1.34  1.40  -0.19
H  2.53  -0.91  0.23

Charges obtained by Löwdin population analysis, quoted in units of e:
1 C 0.1669
2 C -0.0097
3 C -0.3313
4 N 0.1687
5 O -0.0555
6 H 0.0609

***

14.
ORCA calculation (the ωB97M-V functional and the def2-TZVPD basis) on a 2-piece molecular cluster, C3HNO overall.

F_max   0.1153 Eh/bohr
Energy relative to the best compared isomer or geometry (same formula, charge and spin)   8.905 eV
Frontier orbital gap (alpha / beta)   7.7 / 7.7 eV
M   67.0 Da
HOMO energy (alpha / beta)   -10.679 / -10.678 eV
E   -6654.1025 eV
Multiplicity   1

Element x y z (Å)
C  1.41  -0.48  1.37
C  0.57  -0.20  0.59
C  -1.09  0.06  -0.94
N  -2.20  0.23  -1.57
O  -0.79  1.09  -1.65
H  2.10  -0.69  2.20

Charges obtained by Löwdin population analysis, quoted in units of e:
1 C -0.0402
2 C 0.0338
3 C -0.2475
4 N 0.2201
5 O -0.0084
6 H 0.0423